Entry 1:
60
Properties=species:S:1:pos:R:3:forces:R:3 method="wB97M-V/def2-TZVPD" homo_lumo_gap_ev=4.52 total_charge=-2 relative_energy_ev=0.245
Rb 0.574254 -1.208804 0.803002 -0.991 -1.240 -1.020
C 2.139296 3.762880 -2.803514 0.008 -0.293 -0.026
C 1.984702 2.602489 -1.812250 0.133 0.268 -0.001
C 2.839551 2.861607 -0.574664 -0.086 -0.247 -0.088
C 0.525674 2.357592 -1.501104 -0.011 -0.096 -0.080
C -0.149693 2.968483 -0.454211 0.105 0.022 -0.050
C -1.487538 2.697988 -0.217362 -0.098 0.011 -0.006
C -2.196437 1.811108 -1.014222 -0.020 0.116 -0.092
C -3.628342 1.468142 -0.746821 0.044 -0.184 0.062
C -1.526174 1.214555 -2.075655 -0.073 0.030 -0.013
C -0.192375 1.482706 -2.310505 0.022 0.051 -0.140
H 3.185050 3.869120 -3.093332 0.108 0.071 -0.051
H 1.813470 4.696427 -2.345607 -0.070 0.078 0.038
H 1.546127 3.587400 -3.698946 -0.065 0.052 -0.128
H 2.359705 1.693595 -2.300322 -0.058 0.060 0.031
H 2.696212 3.877186 -0.206449 -0.013 0.131 0.059
H 3.894393 2.732333 -0.817934 0.117 0.091 -0.024
H 2.570324 2.164982 0.216096 0.093 0.010 0.116
H 0.367075 3.644491 0.206943 0.161 0.048 0.143
H -1.988862 3.176048 0.615013 -0.014 0.004 0.081
H -3.677772 0.444041 -0.369188 -0.186 0.037 0.026
H -4.218531 1.513255 -1.663332 -0.060 0.023 -0.004
H -4.064280 2.129661 0.000273 -0.051 0.023 0.021
H -2.060678 0.518313 -2.709589 -0.001 -0.039 -0.045
H 0.301345 0.996360 -3.142914 0.080 -0.078 0.023
C -2.261599 -4.009427 -1.142976 -0.163 -0.248 -0.226
Se -2.180922 -2.124753 -1.544557 0.268 0.240 -1.488
C -1.624757 -2.489981 -3.515988 -0.307 0.215 0.572
C -0.227117 -3.055603 -3.584933 0.667 -0.368 -0.136
Se 1.158483 -1.772332 -4.180628 -0.174 -0.001 0.082
C 2.679102 -2.538319 -3.214478 -0.340 -0.164 -0.128
H -2.991532 -4.490909 -1.795524 -0.022 0.034 -0.072
H -2.578874 -4.113392 -0.108489 0.096 -0.005 -0.055
H -1.279293 -4.470395 -1.246694 -0.134 0.071 0.064
H -1.723132 -1.544774 -4.056477 -0.006 0.020 0.078
H -2.352529 -3.187070 -3.942451 0.075 0.021 0.018
H -0.161489 -3.912776 -4.263262 0.035 0.050 0.145
H 0.120500 -3.364993 -2.593744 -0.043 -0.074 -0.117
H 2.337064 -2.798800 -2.212646 0.136 0.014 -0.026
H 3.466361 -1.790509 -3.161633 -0.025 0.024 0.010
H 3.041086 -3.428019 -3.731050 0.010 0.075 0.117
S -2.904976 -1.563625 1.047504 0.001 0.456 0.479
S -2.759216 -3.260992 2.158831 0.018 -0.529 0.651
S -0.774182 -3.743378 2.601557 -0.537 0.651 0.793
S 0.087326 -4.827460 1.155081 0.614 -0.418 -0.750
O 2.881104 0.277847 5.285453 0.145 -0.145 0.002
C 1.524259 0.316417 5.110737 -0.257 0.051 0.141
C 0.680995 0.218249 6.212538 0.111 -0.069 0.056
C -0.692552 0.304559 6.062288 -0.082 0.082 0.025
C -1.231193 0.541981 4.811496 -0.262 -0.012 0.030
C -0.390425 0.643956 3.716525 0.023 0.093 0.045
C 0.985557 0.502235 3.838294 0.262 -0.131 -0.215
C 1.788739 0.383952 2.537400 0.633 0.630 1.044
O 2.587684 -0.557735 2.443680 0.527 -0.349 0.428
O 1.474212 1.165432 1.622050 -0.367 0.832 -0.232
H 3.054898 -0.049582 6.176116 -0.035 0.071 -0.160
H 1.107365 0.044966 7.196508 0.049 0.032 0.025
H -1.340386 0.193430 6.923613 0.021 -0.005 0.023
H -2.302924 0.613880 4.680342 -0.002 -0.032 -0.040
H -0.804130 0.825965 2.732110 -0.007 -0.061 -0.014

---

Entry 2:
67
Properties=species:S:1:pos:R:3:forces:R:3 method="wB97M-V/def2-TZVPD" homo_lumo_gap_ev="7.38 / 5.70" multiplicity=2 total_charge=-1 relative_energy_ev=0.597
Cu 0.229867 -0.162537 -0.575782 0.980 0.441 0.319
S 2.336567 0.582663 -0.205082 -0.678 -0.525 -0.290
C 3.181767 -0.927637 -0.474182 -0.214 -0.087 0.094
C 4.536667 -0.991337 -0.152882 0.004 -0.014 -0.002
C 5.231567 -2.180137 -0.220382 0.131 -0.025 -0.003
C 4.580067 -3.341137 -0.618282 0.134 -0.121 -0.015
C 3.251167 -3.290237 -0.982082 -0.017 0.038 0.000
C 2.544467 -2.088337 -0.951182 0.284 0.104 -0.053
S 0.920667 -2.061337 -1.582682 -0.092 0.344 -0.016
H 5.019467 -0.078837 0.165918 0.116 0.046 0.073
H 6.279967 -2.208337 0.040618 0.081 -0.001 0.038
H 5.115067 -4.279437 -0.663482 0.042 -0.066 0.010
H 2.735767 -4.179037 -1.317682 -0.018 -0.120 -0.045
C -2.330133 -6.244037 2.849518 -0.014 -0.003 -0.240
C -2.105833 -6.282037 1.340218 -0.323 -0.139 0.243
N -1.878033 -4.966737 0.764018 -0.031 -0.224 0.011
C -0.521833 -4.658437 0.369618 0.384 0.267 0.008
C 0.392467 -4.389837 1.565318 -0.056 -0.060 -0.282
C -2.968433 -4.192337 0.547118 0.207 -0.064 -0.021
O -4.089633 -4.572337 0.845218 -0.324 0.000 -0.021
C -2.769833 -2.874637 -0.138982 -0.200 0.375 0.013
C -3.592933 -2.566437 -1.221582 0.240 0.145 0.091
C -3.414533 -1.360837 -1.878582 -0.067 -0.188 0.082
C -2.403233 -0.513137 -1.462982 -0.051 0.080 -0.004
N -1.618833 -0.796437 -0.417682 -0.476 -0.121 -0.111
C -1.839233 -1.929437 0.261918 -0.121 -0.084 -0.106
H -2.482433 -7.255737 3.220518 -0.025 -0.073 0.097
H -3.215533 -5.652737 3.066818 -0.052 0.028 0.065
H -1.476433 -5.806937 3.361018 0.081 0.026 0.070
H -2.996933 -6.703037 0.862618 0.159 -0.039 0.041
H -1.242833 -6.909937 1.102618 -0.066 0.099 -0.060
H -0.520433 -3.795937 -0.295882 0.094 -0.260 0.065
H -0.121633 -5.504837 -0.199582 -0.080 0.067 -0.065
H -0.077233 -3.695137 2.256918 -0.023 0.108 0.102
H 1.329767 -3.957337 1.221818 0.109 0.027 -0.021
H 0.613667 -5.309337 2.104118 0.019 -0.063 0.108
H -4.349933 -3.276637 -1.526282 -0.022 0.015 -0.006
H -4.031533 -1.085137 -2.719082 -0.040 0.068 -0.023
H -2.208633 0.421163 -1.974282 -0.042 0.007 0.052
H -1.237233 -2.084837 1.148318 0.137 -0.017 -0.129
F -2.115333 2.141263 -0.089282 -0.382 0.142 -0.173
As -3.605133 3.056263 -0.224582 -0.196 0.418 0.028
F -3.387833 3.629763 1.431018 -0.061 -0.292 -0.738
F -2.715733 4.457563 -0.836982 -0.382 -0.660 0.393
F -5.110633 3.956163 -0.320982 0.575 -0.409 -0.033
F -3.805433 2.508263 -1.895682 0.105 0.063 0.644
F -4.469133 1.628863 0.336818 0.233 0.540 -0.184
C -0.251933 5.339163 1.518218 -0.365 -0.102 -0.055
N 0.854267 5.668863 0.648318 0.130 0.198 -0.162
C 1.806967 6.591763 1.224018 0.100 0.147 -0.008
C 1.238167 4.763063 -0.292482 -0.144 -0.703 0.040
S 0.615667 3.229163 -0.309882 -0.105 0.163 0.036
N 2.174367 5.179063 -1.208382 -0.014 0.163 0.088
C 2.001967 6.460563 -1.861982 0.087 0.176 -0.009
C 2.771067 4.173763 -2.059082 0.151 -0.083 0.013
H -0.619733 6.257963 1.971218 0.008 0.097 0.061
H 0.043567 4.635663 2.300918 0.032 -0.019 0.048
H -1.053133 4.882763 0.939618 0.017 0.044 0.097
H 2.040967 6.284663 2.250018 0.006 0.030 -0.007
H 1.394567 7.604963 1.254418 0.065 -0.010 0.016
H 2.729667 6.593763 0.649118 -0.024 0.032 0.019
H 1.293067 7.073863 -1.312482 0.030 0.027 0.000
H 1.611567 6.314263 -2.875782 -0.002 0.016 0.010
H 2.960567 6.984863 -1.931882 -0.077 0.045 -0.032
H 3.006367 3.292963 -1.467082 0.024 -0.031 -0.091
H 3.686367 4.587263 -2.484282 0.042 0.040 -0.049
H 2.099167 3.872263 -2.868482 -0.023 -0.024 -0.018

---

Entry 3:
63
Properties=species:S:1:pos:R:3:forces:R:3 method="wB97M-V/def2-TZVPD" homo_lumo_gap_ev=6.32 total_charge=-1 relative_energy_ev=0.755
Ca 0.034127 -0.323123 -0.592409 -0.024 0.086 0.125
N 0.294654 -0.260508 2.142112 -0.066 -0.003 0.015
C 0.968775 -1.463246 2.650092 0.007 -0.019 0.015
C 0.551434 -2.712292 1.850968 -0.037 -0.044 0.040
O 0.770390 -3.826004 2.363395 -0.007 0.017 0.004
N -0.024159 -2.404270 0.707343 0.152 0.209 -0.327
C -0.638244 -3.457583 -0.066765 -0.031 0.026 0.035
C -1.617053 -2.883633 -1.109142 -0.030 -0.073 0.015
O -2.181121 -3.686087 -1.865061 -0.024 -0.004 0.019
O -1.758902 -1.610980 -1.159493 0.009 0.005 0.051
H -0.705247 -0.422014 2.217634 -0.003 0.028 0.004
H 0.499589 0.552090 2.712310 0.012 0.014 -0.002
H 2.053142 -1.327202 2.578588 0.006 0.006 0.006
H 0.751220 -1.675997 3.701076 -0.007 0.001 -0.008
H 0.092985 -4.063313 -0.616808 -0.014 -0.002 -0.011
H -1.188542 -4.166516 0.561714 0.003 0.011 0.009
Cl -3.193321 0.310509 1.701173 -0.015 -0.006 0.000
C -2.921461 2.040967 1.956964 -0.063 -0.041 0.002
Cl -1.253139 2.500308 1.608206 0.039 0.071 -0.026
H -3.137670 2.273160 2.992923 0.009 0.002 0.000
H -3.572198 2.581746 1.281151 -0.005 0.012 -0.010
O 2.397367 -0.730723 -0.160688 -0.006 -0.116 0.060
C 3.773935 -0.393134 -0.219085 0.002 0.042 -0.013
C 4.294977 0.161196 1.098278 -0.006 0.025 -0.015
C 3.401337 1.261205 1.683961 0.047 -0.010 -0.095
C 3.105526 2.397610 0.735547 -0.024 0.052 0.065
C 4.119371 3.222503 0.260418 -0.005 0.000 -0.031
C 3.794165 4.265249 -0.593456 0.006 0.006 0.014
C 2.468936 4.459269 -0.939620 -0.017 -0.006 0.011
C 1.518733 3.590888 -0.421463 0.016 -0.077 -0.027
N 1.824769 2.580738 0.394948 -0.002 0.000 0.040
H 2.245731 -1.553659 0.329840 0.006 -0.018 -0.058
H 3.859998 0.363606 -0.998790 0.004 -0.028 0.001
H 4.363408 -1.259145 -0.532855 -0.002 0.001 -0.001
H 5.307103 0.539588 0.920018 0.004 -0.006 0.022
H 4.384008 -0.645158 1.832222 0.009 0.000 0.009
H 3.880040 1.656178 2.584460 -0.028 0.003 0.018
H 2.444451 0.831458 1.966111 0.019 -0.002 0.006
H 5.145916 3.048009 0.560398 -0.002 -0.011 -0.007
H 4.567500 4.916973 -0.982429 0.001 -0.006 0.000
H 2.163257 5.242470 -1.618933 0.000 0.002 -0.001
H 0.473835 3.690497 -0.695994 -0.011 -0.014 -0.021
C 2.084957 1.619597 -3.018704 -0.047 0.015 0.044
C 0.693008 2.166354 -2.946471 0.016 0.027 0.030
C 0.181397 3.268938 -3.607322 0.033 0.002 -0.008
C -1.172090 3.381633 -3.201931 -0.009 -0.006 0.019
C -1.396069 2.337509 -2.318896 0.009 0.039 -0.045
C -2.687003 1.970883 -1.649666 0.032 -0.031 -0.024
N -0.259198 1.597985 -2.145186 -0.031 -0.174 0.079
H 2.760319 2.353046 -3.463783 0.005 0.013 -0.009
H 2.146001 0.698291 -3.601490 0.002 -0.034 0.005
H 2.458268 1.391749 -2.015686 0.013 0.022 -0.041
H 0.716482 3.901992 -4.302641 0.007 -0.002 0.003
H -1.900882 4.109331 -3.531809 -0.002 -0.001 0.000
H -3.512076 1.967405 -2.365872 -0.011 0.002 0.010
H -2.951771 2.678563 -0.858650 -0.023 0.004 0.047
H -2.640466 0.966562 -1.222506 -0.014 -0.001 0.011
C -1.256379 -2.040782 -4.290955 -0.062 -0.088 0.026
C -0.088821 -1.752347 -3.480617 0.009 0.173 -0.105
N 0.814878 -1.478904 -2.827447 0.139 -0.136 0.021
H -1.616712 -1.116846 -4.740130 0.008 0.020 0.019
H -2.008029 -2.473566 -3.622263 -0.006 0.001 -0.002
H -1.001674 -2.762845 -5.065439 0.015 0.020 -0.015